one | A 2-piece molecular cluster, C3H9NO2 overall. Source: the Open Molecules 2025 dataset; level of theory: ωB97M-V with the def2-TZVPD basis set.

Structure (ORCA input):
```
! RIJCOSX wB97M-V def2-TZVPD def2/J DEFGRID3
* xyz 0 1
C -0.160 -2.009 0.792
C 0.946 -1.129 1.298
O 0.844 -0.041 1.788
O 2.144 -1.613 0.869
H 0.203 -3.037 0.724
H -0.474 -1.726 -0.204
H -0.983 -2.116 1.485
H 2.836 -1.195 1.401
C -0.461 1.421 -0.947
N -1.039 2.656 -1.474
H -0.062 0.863 -1.799
H -1.039 0.773 -0.289
H 0.397 1.635 -0.298
H -1.343 2.526 -2.428
H -1.810 2.994 -0.918
*
```

HOMO-LUMO gap, eV: 9.8
E_HOMO, eV: -9.02
SMILES: CC(=O)O.CN
Molecular weight, g mol⁻¹: 91.110
LUMO, eV: 0.7



two | One molecule with the formula C3H9NO2. Source: the Open Molecules 2025 dataset; level of theory: ωB97M-V with the def2-TZVPD basis set.

Structure (ORCA input):
```
! RIJCOSX wB97M-V def2-TZVPD def2/J DEFGRID3
* xyz 0 1
N -0.672 0.026 -1.300
C -0.357 -0.043 0.189
C 0.259 1.195 0.882
O -0.417 2.419 0.887
C 0.572 -1.261 0.165
O 0.038 -2.444 -0.468
H -1.275 0.814 -1.631
H -0.921 -0.887 -1.687
H -1.322 -0.249 0.640
H 0.493 0.881 2.003
H 1.233 1.294 0.330
H 0.005 3.112 0.486
H 1.493 -1.021 -0.368
H 1.029 -1.390 1.230
H -0.159 -2.445 -1.357
*
```

HOMO-LUMO gap, eV: 10.0
E_HOMO, eV: -9.09
SMILES: NC(CO)CO
Molecular weight, g mol⁻¹: 91.110
LUMO, eV: 0.9



three | A 2-piece molecular cluster, C3H9NO2 overall. Source: the Open Molecules 2025 dataset; level of theory: ωB97M-V with the def2-TZVPD basis set.

Structure (ORCA input):
```
! RIJCOSX wB97M-V def2-TZVPD def2/J DEFGRID3
* xyz 0 1
C 0.913 -1.166 -1.044
N -0.222 -0.405 -1.514
C -1.344 -0.087 -0.791
C -1.215 -0.436 0.702
O -2.286 0.502 -1.243
H 1.724 -1.033 -1.760
H 0.679 -2.219 -0.855
H 1.263 -0.885 -0.048
H -0.294 -0.173 -2.494
H -2.260 -0.188 0.946
H -0.888 -1.429 1.024
H -0.580 0.204 1.316
O 1.703 2.267 1.619
H 1.531 3.203 1.788
H 1.277 1.844 2.354
*
```

HOMO-LUMO gap, eV: 10.2
E_HOMO, eV: -9.52
SMILES: CNC(C)=O.O
Molecular weight, g mol⁻¹: 91.110
LUMO, eV: 0.7



The energy of each structure relative to the most stable one, in eV, is as follows: one 0.087; two 1.885; three 0.000.